The following is a DFT calculation (ωB97M-V/def2-TZVPD) of a structure of composition C20H8B4Ba3Br4O32.

Geometry as XYZ:
```
71
C20H8B4Ba3Br4O32, DFT ωB97M-V/def2-TZVPD
Ba 12.93 -29.33 13.83
Ba 3.10 -28.70 20.13
Ba 13.33 -15.93 24.59
O 19.76 -21.09 21.33
C 19.03 -21.08 20.32
O 19.10 -21.94 19.35
B 18.08 -21.56 18.35
O 17.43 -20.33 18.85
C 18.04 -19.98 19.95
O 17.63 -19.07 20.72
O 17.10 -22.65 18.05
C 17.10 -22.95 16.78
O 16.42 -23.84 16.26
C 18.21 -22.05 16.13
O 18.69 -21.21 17.09
O 18.33 -21.90 14.94
O 9.26 -28.14 22.23
C 10.39 -27.65 22.37
O 11.00 -27.17 23.43
B 12.18 -26.43 22.97
O 12.47 -27.02 21.66
C 11.38 -27.59 21.22
O 11.13 -27.96 20.06
O 13.44 -26.47 23.80
C 13.76 -25.25 24.24
O 14.76 -24.90 24.87
C 12.67 -24.30 23.74
O 11.79 -24.98 22.97
O 12.64 -23.10 24.02
O 1.84 -27.12 7.32
C 2.32 -27.94 8.08
O 3.13 -27.63 9.08
B 3.40 -28.89 9.83
O 2.71 -30.00 9.15
C 2.13 -29.47 7.97
O 1.68 -30.09 7.01
O 4.79 -29.19 9.82
C 5.23 -29.45 11.08
O 6.42 -29.70 11.33
C 4.11 -29.13 12.02
O 3.06 -28.79 11.24
O 4.26 -29.12 13.25
O 9.16 -16.88 16.55
C 9.22 -18.00 16.94
O 8.56 -19.10 16.63
B 9.11 -20.30 17.29
O 10.11 -19.76 18.20
C 10.25 -18.47 18.06
O 10.95 -17.76 18.82
O 9.72 -21.09 16.26
C 9.32 -22.37 16.40
O 9.76 -23.37 15.88
C 8.20 -22.34 17.44
O 8.12 -21.10 17.96
O 7.51 -23.30 17.76
Br 4.10 -10.81 18.67
C 3.27 -12.00 17.37
C 2.06 -11.31 16.76
Br 0.57 -11.21 17.95
H 3.02 -12.98 17.77
H 4.09 -12.19 16.67
H 1.79 -11.84 15.85
H 2.32 -10.29 16.47
Br 10.72 -8.33 12.59
C 11.13 -7.98 14.53
C 10.05 -7.08 15.26
Br 10.49 -6.83 17.23
H 12.11 -7.52 14.66
H 10.96 -8.88 15.13
H 9.09 -7.60 15.24
H 9.87 -6.09 14.85
```

Properties
E_HOMO: -10.8 eV
Net charge: +2
HOMO-LUMO gap: 1.612 eV
Largest force on an atom: 0.106 hartree/bohr
E_tot: -13646.3767 Eh